Here is C21H30ClN3O3S in the gas phase from the OMol25 dataset. Energies are from ωB97M-V with the def2-TZVPD basis set.

Output
SMILES = CC[C@H](C(=O)N[C@H]1CCCCN(C(=O)c2sc(C)cc2Cl)CC1)N1CCCC1=O
HOMO-LUMO gap = 9.364 eV
E = -2066.65993 a.u.
Energy above the lowest of the compared OMol25 structures with the same formula, charge and spin = 0.0 kJ/mol

```
59
Properties=species:S:1:pos:R:3:forces:R:3
C -1.541948 1.974175 -1.938537 0.0 0.0 0.0
C -1.574784 0.457412 -1.811177 0.0 0.0 0.0
C -0.472079 -0.072050 -0.889684 0.0 0.0 0.0
C -0.440303 -1.604561 -0.880440 0.0 0.0 0.0
O 0.460002 -2.207565 -1.448814 0.0 0.0 0.0
N -1.465212 -2.203886 -0.249831 0.0 0.0 0.0
C -1.579421 -3.655383 -0.201676 0.0 0.0 0.0
C -0.686328 -4.198985 0.916758 0.0 0.0 0.0
C -0.482116 -5.718313 0.977370 0.0 0.0 0.0
C -0.245292 -6.397967 -0.379353 0.0 0.0 0.0
C -1.481089 -7.016308 -1.036987 0.0 0.0 0.0
N -2.556207 -6.098458 -1.395344 0.0 0.0 0.0
C -2.980452 -5.855981 -2.661272 0.0 0.0 0.0
O -3.979431 -5.197287 -2.900723 0.0 0.0 0.0
C -2.173170 -6.425436 -3.788061 0.0 0.0 -0.1
S -2.783270 -7.713120 -4.749106 0.0 0.0 0.0
C -1.436367 -7.658679 -5.820853 0.0 0.0 0.0
C -1.323823 -8.609288 -6.970304 0.0 0.0 0.0
C -0.573078 -6.671534 -5.465047 0.0 0.0 0.0
C -1.003485 -5.968953 -4.304593 0.0 0.0 0.0
Cl -0.136057 -4.629267 -3.648250 0.0 0.0 0.0
C -3.345793 -5.505837 -0.318587 0.0 0.0 0.0
C -3.055955 -4.018734 -0.111938 0.0 0.0 0.0
N -0.511317 0.505914 0.454145 0.0 0.0 0.0
C 0.620624 1.275011 0.958534 0.0 0.0 0.0
C 0.258820 1.514595 2.426646 0.0 0.0 0.0
C -1.268793 1.478385 2.426622 0.0 0.0 0.0
C -1.608691 0.593769 1.243403 0.0 0.0 0.0
O -2.687476 0.056964 1.031683 0.0 0.0 0.0
H -2.304012 2.322004 -2.635389 0.0 0.0 0.0
H -1.734663 2.456049 -0.977766 0.0 0.0 0.0
H -0.571896 2.320475 -2.302992 0.0 0.0 0.0
H -2.548678 0.131733 -1.448946 0.0 0.0 0.0
H -1.419703 -0.009107 -2.786971 0.0 0.0 0.0
H 0.491637 0.216733 -1.309592 0.0 0.0 0.0
H -2.158497 -1.617252 0.203832 0.0 0.0 0.0
H -1.193043 -4.014767 -1.155430 0.0 0.0 0.0
H 0.292175 -3.734881 0.769132 0.0 0.0 0.0
H -1.067070 -3.838378 1.878280 0.0 0.0 0.0
H 0.389264 -5.894971 1.611438 0.0 0.0 0.0
H -1.311967 -6.207343 1.493654 0.0 0.0 0.0
H 0.237019 -5.703993 -1.070855 0.0 0.0 0.0
H 0.453922 -7.227235 -0.242537 0.0 0.0 0.0
H -1.176287 -7.544196 -1.938464 0.0 0.0 0.0
H -1.903226 -7.764028 -0.355226 0.0 0.0 0.0
H -0.409490 -8.405842 -7.525609 0.0 0.0 0.0
H -1.291206 -9.645315 -6.631030 0.0 0.0 0.0
H -2.166341 -8.508127 -7.655298 0.0 0.0 0.0
H 0.335835 -6.436952 -5.999551 0.0 0.0 0.0
H -4.401664 -5.626014 -0.562202 0.0 0.0 0.0
H -3.143289 -6.079754 0.582846 0.0 0.0 0.0
H -3.464337 -3.710899 0.856680 0.0 0.0 0.0
H -3.586490 -3.458610 -0.883843 0.0 0.0 0.0
H 1.546116 0.711413 0.838190 0.0 0.0 0.0
H 0.719429 2.213747 0.401976 0.0 0.0 0.0
H 0.648494 0.697235 3.034351 0.0 0.0 0.0
H 0.674017 2.445578 2.806447 0.0 0.0 0.0
H -1.717981 1.087702 3.336454 0.0 0.0 0.0
H -1.704696 2.462633 2.235347 0.0 0.0 0.0
```
Positions in Å, forces in eV/Å.

Here is 2 unconnected molecules or ions with the total composition H3N2O3S at a distorted geometry from the OMol25 dataset. Energies are from ωB97M-V with the def2-TZVPD basis set.

Output
HOMO-LUMO gap = 7.946 eV
Total charge = -1
E = -735.21532 a.u.
Energy above the lowest of the compared OMol25 structures with the same formula, charge and spin = 153.6 kJ/mol

```
9
Properties=species:S:1:pos:R:3:forces:R:3
N -1.556795 0.207861 -0.450383 -1.1 -0.3 1.3
N -0.365837 0.381821 -0.347671 -0.6 0.6 -2.3
O 1.063827 -1.405585 -1.717392 -0.9 0.4 0.4
O -0.609331 -2.005483 0.084682 -0.6 -1.7 -0.1
O 0.900852 1.809309 1.370660 1.6 1.5 -0.9
S 0.570351 -1.219543 -0.322498 1.9 -0.8 0.9
H 0.524033 0.989802 1.073808 -0.4 -0.5 0.1
H -1.797338 -0.857387 -0.178434 0.8 1.1 -1.0
H 1.270237 2.099206 0.487228 -0.7 -0.3 1.6
```
Positions in Å, forces in eV/Å.

Q: The highest energy above the lowest of the compared OMol25 structures with the same formula, charge and spin belongs to which entry?
A: H3N2O3S